[1]
The following is a DFT calculation (ωB97M-V/def2-TZVPD) of C6H10O in the gas phase in a non-equilibrium geometry.

Summary:
Total charge   0
Highest occupied orbital energy   -0.35321 Ha
Energy relative to the best compared isomer or geometry (same formula, charge and spin)   132.36 kJ/mol
HOMO-LUMO gap   10.669 eV

Last column: Mulliken charge in e.
Cartesian coordinates (Å):
C: 0.38913 -1.89481 0.73366  -1.43
C: -0.72553 -0.87120 0.82454  0.19
C: -0.28892 0.42779 1.39127  -0.69
C: -0.71802 0.35439 -0.06424  -0.23
C: 0.22573 0.43277 -1.25656  -0.54
C: 0.37973 1.85449 -1.71802  -0.04
O: -0.12649 2.79605 -1.15628  -0.47
H: 0.49374 -2.34765 1.72605  0.38
H: 1.35885 -1.43470 0.50680  0.30
H: 0.19804 -2.68522 0.00532  0.32
H: -1.67507 -1.28891 1.15831  0.37
H: -1.03184 0.90997 2.02550  0.25
H: 0.73933 0.69147 1.57800  0.23
H: -1.44165 1.14481 -0.00116  0.49
H: -0.02566 -0.18309 -2.14765  0.34
H: 1.23256 0.08813 -0.98953  0.18
H: 1.01607 2.00570 -2.61600  0.35

Cartesian forces (eV/Å) of the 3 atoms listed first:
-0.01 -0.09 -0.09
0.02 -0.02 0.09
0.25 0.36 0.26

=====

[2]
The following is a DFT calculation (ωB97M-V/def2-TZVPD) of a molecular structure, C6H10O.

Summary:
Total charge   0
Highest occupied orbital energy   -0.30396 Ha
Energy relative to the best compared isomer or geometry (same formula, charge and spin)   478.82 kJ/mol
HOMO-LUMO gap   9.113 eV

Last column: Mulliken charge in e.
Cartesian coordinates (Å):
C: 1.63831 -0.58731 -0.37178  -1.47
C: 0.69640 0.31842 0.40484  0.35
C: 0.10267 1.55068 -0.33057  -1.05
C: -1.28346 1.13436 0.14054  0.13
O: -1.93388 0.25414 -0.80910  -0.29
C: -1.67823 -0.85579 -0.12256  -0.35
C: -0.75148 -0.12074 0.85802  -0.18
H: 1.93446 -1.46558 0.21114  0.34
H: 2.55102 -0.02679 -0.61544  0.39
H: 1.19876 -0.93404 -1.31280  0.34
H: 1.20871 0.65618 1.31280  0.38
H: 0.43013 2.51589 0.06259  0.29
H: 0.20869 1.54714 -1.41975  0.31
H: -2.01135 1.83467 0.54345  0.42
H: -0.35969 -3.03694 -0.32043  0.10
H: -1.01044 -2.65186 -0.29480  -0.06
H: -0.85821 -0.37580 1.91337  0.36

Cartesian forces (eV/Å) of the 3 atoms listed first:
-0.05 -0.06 -0.02
0.13 0.00 0.00
0.05 0.12 -0.06

=====

[3]
The following is a DFT calculation (ωB97M-V/def2-TZVPD) of a molecular structure, C6H10O.

Summary:
Total charge   0
Highest occupied orbital energy   -0.34390 Ha
Energy relative to the best compared isomer or geometry (same formula, charge and spin)   110.11 kJ/mol
HOMO-LUMO gap   10.294 eV

Last column: Mulliken charge in e.
Cartesian coordinates (Å):
C: 1.68225 -0.87456 0.00688  -1.44
C: 0.36893 -0.10390 -0.07533  0.74
C: -0.58909 0.27183 -1.27138  -0.62
C: -1.58410 0.39647 -0.09312  -0.11
C: -0.86450 -0.80664 0.52178  -0.79
O: -1.09069 1.52000 0.64051  -0.46
C: 0.31523 1.24528 0.65574  -0.75
H: 2.29185 -0.89956 -0.89774  0.32
H: 1.45790 -1.90807 0.29072  0.33
H: 2.30310 -0.46767 0.81541  0.34
H: -0.39144 1.19422 -1.82933  0.28
H: -0.84069 -0.54523 -1.95303  0.32
H: -2.66705 0.46558 -0.19429  0.46
H: -1.06197 -1.73134 -0.03076  0.35
H: -0.87548 -0.98284 1.60103  0.32
H: 0.86174 2.03841 0.12543  0.31
H: 0.68401 1.18800 1.68748  0.40

Cartesian forces (eV/Å) of the 3 atoms listed first:
0.03 0.02 -0.06
0.15 -0.08 0.12
0.05 0.04 -0.16

=====

[4]
The following is a DFT calculation (ωB97M-V/def2-TZVPD) of C6H10O in the gas phase in a non-equilibrium geometry.

Summary:
Total charge   0
Highest occupied orbital energy   -0.36632 Ha
Energy relative to the best compared isomer or geometry (same formula, charge and spin)   227.06 kJ/mol
HOMO-LUMO gap   10.889 eV

Last column: Mulliken charge in e.
Cartesian coordinates (Å):
C: -1.56123 -0.25908 1.26820  -1.16
C: -0.53145 0.67408 0.58936  -0.57
C: 0.57230 -0.09156 -0.12617  1.18
C: 1.60184 0.98135 -0.45753  -1.21
O: 1.12387 -1.04766 0.76822  -0.55
C: -0.12601 -0.73580 -1.25388  -1.21
C: -0.74323 -1.29721 -2.12157  0.20
H: -2.00180 0.32745 2.06759  0.36
H: -1.07750 -1.14630 1.69557  0.30
H: -2.39227 -0.63234 0.63709  0.29
H: 0.09499 1.47270 1.23231  0.22
H: -1.01953 1.29059 -0.18085  0.36
H: 2.59513 0.54525 -0.68917  0.39
H: 1.29167 1.56192 -1.33469  0.31
H: 1.47265 1.63139 0.48595  0.24
H: 1.89918 -1.44688 0.34535  0.36
H: -1.19863 -1.82789 -2.92579  0.48

Cartesian forces (eV/Å) of the 3 atoms listed first:
0.12 0.41 0.32
0.38 0.93 0.88
-0.47 0.29 -0.17

=====

[5]
The following is a DFT calculation (ωB97M-V/def2-TZVPD) of C6H10O in the gas phase.

Summary:
Total charge   0
Highest occupied orbital energy   -0.34233 Ha
Energy relative to the best compared isomer or geometry (same formula, charge and spin)   218.34 kJ/mol
HOMO-LUMO gap   10.267 eV

Last column: Mulliken charge in e.
Cartesian coordinates (Å):
C: -2.28127 0.27660 0.68149  -1.26
C: -0.90322 0.25703 0.03722  0.54
C: -0.17820 -1.09052 -0.11829  -0.57
C: 0.87040 0.01299 -0.14811  0.64
C: 2.34024 -0.16094 0.05499  -1.38
C: 0.02594 0.85904 -1.12127  -0.50
O: 0.16144 0.68223 0.95886  -0.50
H: -3.07883 -0.18184 0.08578  0.32
H: -2.60307 1.26214 1.02291  0.32
H: -2.17052 -0.35274 1.57830  0.30
H: -0.17216 -1.65942 0.81554  0.30
H: -0.33566 -1.71217 -1.00441  0.27
H: 2.75950 -0.85516 -0.67849  0.33
H: 2.47133 -0.59104 1.05425  0.32
H: 2.87423 0.79151 0.01158  0.33
H: -0.12597 0.55429 -2.16329  0.28
H: 0.34583 1.90801 -1.06707  0.28

Cartesian forces (eV/Å) of the 3 atoms listed first:
0.08 0.18 -0.11
-0.34 -0.03 0.22
0.02 -0.24 0.01

=====

[6]
The following is a DFT calculation (ωB97M-V/def2-TZVPD) of C6H10O in the gas phase in a non-equilibrium geometry.

Summary:
Total charge   0
Highest occupied orbital energy   -0.33729 Ha
Energy relative to the best compared isomer or geometry (same formula, charge and spin)   112.96 kJ/mol
HOMO-LUMO gap   10.133 eV

Last column: Mulliken charge in e.
Cartesian coordinates (Å):
C: -1.81818 -0.69229 -0.25701  -1.79
C: -0.49169 -0.16992 0.26428  1.24
O: -0.59009 -0.20817 1.68730  -0.58
C: -0.16600 1.27659 -0.20640  -0.67
C: 1.31858 1.27387 -0.31996  -0.52
C: 1.82442 0.03350 -0.26769  -0.32
C: 0.74026 -0.99061 -0.20871  -0.88
H: -1.99633 -1.70952 0.10652  0.39
H: -1.82494 -0.70501 -1.35247  0.38
H: -2.63880 -0.05634 0.09198  0.39
H: 0.22343 0.17469 2.04998  0.36
H: -0.53029 1.45963 -1.22424  0.28
H: -0.61084 2.02919 0.45071  0.36
H: 2.13474 1.71230 0.27370  0.26
H: 2.89091 -0.20453 -0.34245  0.42
H: 0.94016 -1.82745 0.46894  0.37
H: 0.59466 -1.39594 -1.21448  0.28

Cartesian forces (eV/Å) of the 3 atoms listed first:
-0.06 -0.03 -0.01
-0.16 -0.09 -0.39
0.30 0.15 0.03

=====

[7]
The following is a DFT calculation (ωB97M-V/def2-TZVPD) of C6H10O in the gas phase.

Summary:
Total charge   0
Highest occupied orbital energy   -0.35274 Ha
Energy relative to the best compared isomer or geometry (same formula, charge and spin)   1.20 kJ/mol
HOMO-LUMO gap   10.593 eV

Last column: Mulliken charge in e.
Cartesian coordinates (Å):
O: 1.73443 -0.80731 1.21515  -0.58
C: 1.31996 -0.49345 -0.11434  -0.08
C: 0.04229 -1.24188 -0.49852  -0.67
C: -1.14235 -0.68236 0.28596  -0.71
C: -1.37022 0.79306 -0.06046  -0.48
C: -0.08224 1.56217 -0.21728  -0.24
C: 1.12484 0.99582 -0.26424  -0.62
H: 1.24203 -0.22369 1.80659  0.42
H: 2.14697 -0.83020 -0.74899  0.36
H: 0.17722 -2.31147 -0.30675  0.32
H: -0.12998 -1.11320 -1.57670  0.31
H: -0.92851 -0.78879 1.35844  0.29
H: -2.05223 -1.26157 0.09506  0.32
H: -1.93937 0.87320 -0.99841  0.28
H: -1.99114 1.27560 0.70573  0.34
H: -0.16939 2.64407 -0.31422  0.37
H: 2.01769 1.60998 -0.36702  0.37

Cartesian forces (eV/Å) of the 3 atoms listed first:
-0.05 0.10 0.19
-0.07 0.02 -0.31
-0.01 -0.02 -0.02

=====

[8]
The following is a DFT calculation (ωB97M-V/def2-TZVPD) of 2 unconnected molecules or ions with the total composition C6H10O in a non-equilibrium geometry.

Summary:
Total charge   0
Highest occupied orbital energy   -0.31383 Ha
Energy relative to the best compared isomer or geometry (same formula, charge and spin)   396.92 kJ/mol
HOMO-LUMO gap   8.806 eV

Last column: Mulliken charge in e.
Cartesian coordinates (Å):
C: -1.43577 0.84242 -0.83787  -0.70
C: -2.48237 1.74553 -1.17788  -0.50
C: -0.78425 1.03821 1.47329  -0.60
C: -0.38096 1.01627 0.25032  0.69
C: 0.92492 0.98429 -0.37196  -0.38
C: 2.09689 0.87687 0.35666  -0.80
H: -0.97917 0.21505 -1.57319  0.36
H: -2.53166 2.12291 -2.26835  0.20
H: -3.19329 2.17866 -0.47019  0.29
H: -0.03059 1.37280 2.19433  0.32
H: -1.84691 0.51447 1.74940  0.21
H: 1.03687 1.31899 -1.35871  0.37
H: 3.00584 1.32757 0.03648  0.24
H: 2.15453 0.42335 1.34893  0.31
H: 1.58145 -4.57209 0.02880  0.32
H: 1.64641 -5.94660 0.67765  0.32
O: 1.21805 -5.45872 -0.05771  -0.64

Cartesian forces (eV/Å) of the 3 atoms listed first:
-1.38 2.92 -0.86
2.61 -1.86 -0.74
-1.55 -1.08 3.77

=====

[9]
The following is a DFT calculation (ωB97M-V/def2-TZVPD) of C6H10O in the gas phase in a non-equilibrium geometry.

Summary:
Total charge   0
Highest occupied orbital energy   -0.35678 Ha
Energy relative to the best compared isomer or geometry (same formula, charge and spin)   96.21 kJ/mol
HOMO-LUMO gap   10.841 eV

Last column: Mulliken charge in e.
Cartesian coordinates (Å):
C: -2.07211 -0.51445 0.25056  -1.33
C: -0.83271 -0.04958 -0.48320  0.24
O: -0.51492 1.25738 -0.00282  -0.44
C: 0.82515 1.51997 -0.37101  -0.63
C: 1.48604 0.19184 -0.20650  -0.06
C: 1.10840 -0.64263 0.99386  -0.66
C: 0.45713 -0.87630 -0.33552  -0.37
H: -2.87546 0.21630 0.11474  0.35
H: -1.87981 -0.61577 1.32348  0.29
H: -2.40830 -1.47873 -0.13974  0.36
H: -1.03746 0.01894 -1.56532  0.33
H: 0.90748 1.84678 -1.41875  0.30
H: 1.23152 2.29513 0.28780  0.30
H: 2.47300 -0.00266 -0.61806  0.43
H: 0.44212 -0.30588 1.78623  0.19
H: 2.06895 -0.98730 1.31842  0.35
H: 0.58890 -1.74137 -0.98177  0.36

Cartesian forces (eV/Å) of the 3 atoms listed first:
-0.03 -0.06 0.01
-0.15 -0.18 -0.08
-0.14 0.09 -0.12

=====

[10]
The following is a DFT calculation (ωB97M-V/def2-TZVPD) of 2 unconnected molecules or ions with the total composition C6H10O.

Summary:
Total charge   0
Highest occupied orbital energy (alpha / beta)   -0.34642 / -0.34402 Ha
Energy relative to the best compared isomer or geometry (same formula, charge and spin)   519.81 kJ/mol
HOMO-LUMO gap (alpha / beta)   8.301 / 8.177 eV

Last column: Mulliken charge in e.
Cartesian coordinates (Å):
O: -1.69317 0.97834 -1.22105  -0.52
C: -0.69691 0.40231 -1.59064  -0.21
C: -0.25427 -0.95810 -1.10687  -0.50
C: -0.66864 -1.24774 0.34194  -0.49
C: 0.34291 -0.77113 1.34720  -0.06
C: 1.26919 1.85777 -0.74061  -0.43
C: 0.09146 0.04396 2.36636  -0.79
H: -0.07406 0.83579 -2.41418  0.50
H: -0.71874 -1.68436 -1.79020  0.37
H: 0.82935 -1.03739 -1.24096  0.30
H: -0.79825 -2.33132 0.46138  0.28
H: -1.64159 -0.78146 0.53229  0.30
H: 1.35563 -1.15720 1.21506  0.27
H: 2.08090 2.36147 -1.31285  0.24
H: 0.60728 2.70353 -0.45208  0.22
H: 0.86885 0.32509 3.07263  0.27
H: -0.89992 0.46043 2.53258  0.25

Cartesian forces (eV/Å) of the 3 atoms listed first:
0.42 -0.22 -0.11
-0.27 0.12 0.01
0.00 0.00 0.04

=====

[11]
The following is a DFT calculation (ωB97M-V/def2-TZVPD) of C6H10O in the gas phase.

Summary:
Total charge   0
Highest occupied orbital energy   -0.37327 Ha
Energy relative to the best compared isomer or geometry (same formula, charge and spin)   151.04 kJ/mol
HOMO-LUMO gap   11.136 eV

Last column: Mulliken charge in e.
Cartesian coordinates (Å):
C: -1.38506 1.44022 0.57902  -1.19
C: 0.07449 1.00599 0.67317  -0.72
C: 0.36469 -0.36606 0.04583  1.69
C: 1.87094 -0.63625 -0.02278  -1.69
O: -0.19855 -1.31649 0.95473  -0.54
C: -0.33198 -0.60903 -1.24672  -1.17
C: -1.03686 -1.07116 -2.11134  0.03
H: -1.56627 2.32420 1.19693  0.39
H: -2.04007 0.63482 0.92156  0.29
H: -1.67518 1.69719 -0.44571  0.31
H: 0.37666 0.91868 1.72927  0.37
H: 0.72503 1.75355 0.20815  0.31
H: 2.06728 -1.56685 -0.56481  0.38
H: 2.43095 0.16112 -0.51910  0.36
H: 2.22002 -0.74121 1.01221  0.36
H: -0.24202 -2.15225 0.47304  0.38
H: -1.65406 -1.47645 -2.88345  0.43

Cartesian forces (eV/Å) of the 3 atoms listed first:
-0.09 0.00 0.00
0.03 0.07 -0.09
0.04 0.08 0.06

=====

[12]
The following is a DFT calculation (ωB97M-V/def2-TZVPD) of C6H10O in the gas phase.

Summary:
Total charge   0
Highest occupied orbital energy   -0.33543 Ha
Energy relative to the best compared isomer or geometry (same formula, charge and spin)   80.26 kJ/mol
HOMO-LUMO gap   10.208 eV

Last column: Mulliken charge in e.
Cartesian coordinates (Å):
C: -1.26017 -0.36081 0.34114  -0.72
C: -0.51477 -1.47254 -0.38817  -0.46
O: 0.90370 -1.39047 -0.40149  -0.38
C: 1.51278 -0.52243 0.53385  -0.45
C: 1.50423 0.89500 0.00751  -0.24
C: 0.39704 1.49818 -0.41765  -0.47
C: -1.02943 1.03795 -0.24145  -0.36
H: -1.03174 -0.38386 1.41215  0.30
H: -2.33053 -0.59528 0.26815  0.35
H: -0.79413 -2.44239 0.04873  0.28
H: -0.84140 -1.48481 -1.43841  0.30
H: 1.04457 -0.60650 1.52443  0.27
H: 2.54191 -0.87541 0.65272  0.34
H: 2.46811 1.37977 -0.14503  0.32
H: 0.50029 2.43661 -0.95913  0.34
H: -1.54815 1.11261 -1.20644  0.29
H: -1.52231 1.77438 0.40910  0.30

Cartesian forces (eV/Å) of the 3 atoms listed first:
0.09 0.00 0.05
-0.30 -0.11 -0.04
0.07 -0.20 0.03